(1)
C19H23N3O2S in the gas phase. Source: OMol25; level of theory: ωB97M-V/def2-TZVPD.

Properties
structure (SMILES): CCCNC[C@@H](O)COc1ccc(-c2nc(-c3cccs3)c[nH]2)cc1
HOMO level: -7.67 eV
orbital gap: 8.22 eV
2S+1: 1
molar mass: 357.48 u
energy relative to the best compared isomer or geometry (same formula, charge and spin): 74.84 kcal/mol
LUMO level: 0.5494 eV

Geometry as XYZ:
```
48
Properties=species:S:1:pos:R:3:forces:R:3:mulliken_charge:R:1
C -0.0252 -4.4964 4.4436 0.07 0.42 0.05 -1.00
C 0.0978 -3.8880 5.8444 -0.79 -0.20 0.15 -0.54
C 0.4083 -2.4062 5.8923 -0.14 0.33 -0.38 -0.55
N -0.7829 -1.5966 5.5902 0.47 -0.06 0.37 -0.25
C -1.0422 -1.2228 4.2101 -1.03 1.52 1.64 -0.81
C -1.4207 0.3092 4.2423 1.42 -0.78 -1.26 -0.14
O -0.3578 1.0596 4.8467 -0.34 -0.07 -0.31 -0.59
C -1.6353 0.8100 2.8187 -0.74 1.86 0.06 -0.73
O -0.3748 0.8155 2.1207 -0.33 -0.66 0.36 -0.31
C -0.3491 1.0574 0.7816 0.19 -0.11 -1.62 0.51
C -1.2238 1.9413 0.1536 -0.38 0.86 -1.05 -0.08
C -1.1280 2.2354 -1.2294 1.56 -1.04 -0.27 -0.95
C -0.1125 1.6396 -2.0348 -0.54 -0.55 1.43 0.37
C -0.0132 1.8713 -3.4746 -0.56 0.09 -1.01 0.30
N 0.8049 1.2404 -4.2711 0.55 0.43 -0.77 -0.48
C 0.6062 1.7680 -5.5541 0.51 -0.79 1.08 0.59
C 1.4184 1.3113 -6.6818 -0.28 0.10 -1.22 0.29
C 1.4140 1.8225 -7.9697 0.93 -0.55 0.16 -0.50
C 2.3006 1.1032 -8.8754 -1.08 0.84 0.55 -0.41
C 2.8897 0.0520 -8.2580 0.23 -0.43 -0.08 -0.43
S 2.4306 -0.1021 -6.5776 0.01 0.56 -0.84 -0.11
C -0.3974 2.6868 -5.5247 0.24 -0.47 -0.36 -0.71
N -0.8113 2.7311 -4.2081 -0.06 0.29 0.45 -0.03
C 0.7639 0.6986 -1.4176 -0.64 0.54 1.12 -0.74
C 0.6220 0.4105 -0.0432 -0.10 0.42 0.06 -0.42
H 0.9137 -4.3568 3.8896 -0.15 -0.17 0.08 0.28
H -0.2161 -5.5629 4.5745 -0.06 0.03 -0.39 0.36
H -0.8248 -4.0325 3.8328 0.28 -0.31 0.44 0.22
H 0.7923 -4.4820 6.4331 0.45 0.08 -0.04 0.39
H -0.8549 -3.9981 6.3738 -0.03 -0.09 -0.11 0.29
H 1.2795 -2.2062 5.2401 -0.29 0.22 -0.13 0.27
H 0.7298 -2.1065 6.8783 0.08 -0.11 0.47 0.41
H -0.8256 -0.7625 6.1804 0.37 -0.55 -0.37 0.28
H -1.9246 -1.7276 3.8756 -0.66 -0.51 -0.54 0.24
H -0.2438 -1.4729 3.5416 0.74 0.19 -0.42 0.47
H -2.3536 0.4460 4.8178 0.55 0.01 -0.10 0.42
H 0.3700 1.0705 4.1948 -0.44 0.00 0.40 0.39
H -2.4276 0.2648 2.3245 0.18 -0.81 -0.49 0.52
H -2.0833 1.8418 2.8340 0.80 -0.54 0.22 0.29
H -1.9899 2.5058 0.6839 0.21 -0.36 0.18 0.27
H -1.7883 2.9405 -1.7359 -0.08 -0.13 0.60 0.23
H 0.8714 2.7094 -8.2844 0.00 -0.16 0.20 0.31
H 2.4197 1.3994 -9.9295 0.06 -0.35 0.69 0.35
H 3.5575 -0.6503 -8.7684 -0.25 0.21 0.63 0.38
H -0.7755 3.1920 -6.4098 -0.37 0.20 0.79 0.36
H -1.6000 3.2399 -3.8319 0.31 0.00 -0.28 0.18
H 1.5829 0.2078 -1.9530 -0.56 0.28 -0.06 0.43
H 1.3090 -0.3112 0.4141 -0.32 0.33 -0.10 0.37
```
Forces are in eV/Å.

---

(2)
C19H23N3O3 in the gas phase. Source: OMol25; level of theory: ωB97M-V/def2-TZVPD.

Properties
structure (SMILES): CCCCNC(=O)Nc1ccccc1C(=O)Nc1ccc(OC)cc1
HOMO level: -8.18 eV
orbital gap: 8.74 eV
2S+1: 1
molar mass: 341.41 u
energy relative to the best compared isomer or geometry (same formula, charge and spin): 27.80 kcal/mol
LUMO level: 0.5627 eV

Geometry as XYZ:
```
48
Properties=species:S:1:pos:R:3:forces:R:3:mulliken_charge:R:1
C -7.4251 -3.1020 -0.9602 -0.07 0.25 0.01 -1.29
C -7.1200 -1.6375 -0.6703 0.23 -0.23 0.08 -0.32
C -5.6872 -1.4442 -0.1814 -0.26 0.37 -0.06 -0.40
C -5.3881 0.0260 0.1158 -0.05 -0.20 -0.14 -0.94
N -4.0325 0.2267 0.5681 -0.12 -0.13 0.28 -0.18
C -3.0971 0.8500 -0.2017 0.10 -0.10 0.27 0.52
O -3.3553 1.3623 -1.2703 -0.02 0.20 -0.41 -0.69
N -1.8491 0.8270 0.3873 0.00 -0.33 0.37 -0.07
C -0.6951 1.4768 -0.0031 0.23 0.04 -0.07 0.15
C -0.6677 2.3887 -1.0598 -0.16 0.09 -0.16 -0.50
C 0.4907 3.0713 -1.3648 0.04 -0.11 0.14 -0.62
C 1.6444 2.8744 -0.6183 0.18 0.06 0.02 -0.78
C 1.6444 1.9465 0.4016 -0.15 0.13 0.00 0.04
C 0.4990 1.2098 0.7009 -0.21 0.30 -0.16 0.14
C 0.5190 0.2045 1.7856 0.01 -0.07 0.19 0.19
O -0.4412 -0.0064 2.5243 -0.09 0.02 0.02 -0.80
N 1.6664 -0.4952 1.9925 0.01 -0.16 0.56 -0.04
C 2.7625 -0.7151 1.1432 0.35 -0.20 -0.47 -0.29
C 2.6184 -0.8125 -0.2350 0.01 -0.12 0.31 -0.18
C 3.7164 -1.0423 -1.0443 0.29 -0.03 -0.17 -0.54
C 4.9805 -1.1994 -0.4852 -0.08 0.03 0.19 0.78
O 6.1242 -1.4264 -1.1859 0.00 0.02 0.30 -0.45
C 6.0510 -1.4991 -2.5895 -0.01 -0.01 -0.21 -0.82
C 5.1185 -1.1347 0.9026 0.09 -0.07 -0.28 -0.66
C 4.0249 -0.8974 1.7048 -0.19 0.09 -0.14 -0.37
H -7.2967 -3.7044 -0.0633 0.01 -0.11 0.07 0.32
H -8.4492 -3.2176 -1.3070 -0.08 -0.11 -0.04 0.38
H -6.7573 -3.4854 -1.7282 0.05 -0.09 -0.08 0.33
H -7.2716 -1.0478 -1.5764 -0.05 0.09 0.00 0.30
H -7.8130 -1.2650 0.0877 -0.05 0.08 -0.02 0.30
H -4.9895 -1.8008 -0.9420 0.08 -0.04 0.02 0.24
H -5.5288 -2.0362 0.7243 0.05 -0.08 0.01 0.34
H -6.0821 0.4015 0.8762 0.00 0.01 -0.11 0.32
H -5.5007 0.6244 -0.7910 -0.07 -0.03 0.14 0.37
H -3.7516 -0.2373 1.4171 0.06 0.08 -0.07 0.21
H -1.7499 0.3541 1.2842 -0.06 0.16 -0.16 0.33
H -1.5735 2.5583 -1.6174 -0.02 0.00 -0.01 0.51
H 0.4895 3.7811 -2.1786 -0.02 0.06 -0.07 0.40
H 2.5380 3.4402 -0.8329 0.08 0.04 -0.01 0.43
H 2.5382 1.7980 0.9888 0.05 -0.03 0.00 0.45
H 1.6631 -1.0306 2.8532 -0.17 0.10 -0.16 0.29
H 1.6430 -0.7071 -0.6836 -0.06 -0.01 -0.05 0.48
H 3.5671 -1.1056 -2.1101 0.02 -0.01 -0.11 0.39
H 5.6787 -0.5647 -3.0215 0.00 -0.04 0.01 0.33
H 7.0714 -1.6708 -2.9284 -0.09 0.01 -0.03 0.24
H 5.4173 -2.3296 -2.9168 0.01 0.04 0.01 0.33
H 6.0997 -1.2721 1.3279 0.12 -0.02 0.06 0.42
H 4.1441 -0.8463 2.7771 0.02 0.04 0.12 0.42
```
Forces are in eV/Å.

---

(3)
A molecular structure, C19H23N3O4S. Source: OMol25; level of theory: ωB97M-V/def2-TZVPD.

Properties
HOMO level: -8.75 eV
orbital gap: 8.30 eV
2S+1: 1
molar mass: 389.48 u
energy relative to the best compared isomer or geometry (same formula, charge and spin): 373.82 kcal/mol
LUMO level: -0.4541 eV

Geometry as XYZ:
```
50
Properties=species:S:1:pos:R:3:forces:R:3:mulliken_charge:R:1
C -6.6418 -1.1980 0.6545 -1.92 4.61 -2.63 -1.30
C -5.6158 -0.1261 0.0472 -6.67 2.77 -1.86 0.74
O -5.9856 0.9105 -0.6379 0.84 -4.30 2.41 -0.66
N -4.4112 -0.3644 0.3958 1.96 -5.19 2.77 -0.06
C -3.3089 0.2525 -0.0093 1.66 4.91 0.37 0.66
C -2.1696 -0.0958 0.7173 1.14 -0.53 -0.60 -0.93
C -1.0426 0.5682 0.5865 -3.51 7.35 -6.65 -1.16
C -1.0366 1.8680 -0.4656 -1.28 -3.86 2.63 0.11
C -2.2658 2.3234 -0.9601 3.51 0.85 -0.01 -0.38
C -3.3387 1.5466 -0.6363 -4.75 0.37 -1.42 -0.10
H -4.3766 2.1299 -1.0106 2.82 -2.62 1.31 0.18
H -2.3161 3.2964 -1.5577 -0.02 -1.63 0.97 0.40
S 0.5034 2.5828 -0.7647 -8.65 14.42 3.78 0.94
O 0.2192 3.9684 -1.4651 0.84 -5.39 1.75 -0.74
O 1.5250 1.8655 -1.2149 7.28 -6.21 -3.14 -0.39
N 0.8252 3.3459 1.0101 1.16 -0.64 -2.89 -0.52
H 0.4096 2.6983 1.6348 -0.77 -0.95 0.78 0.40
C 2.2772 3.1661 1.2195 -1.00 3.33 -0.40 -0.79
H 2.6623 3.8210 2.0192 -0.44 -0.43 0.16 0.32
C 2.6094 1.7724 1.3434 -2.52 1.74 0.44 0.60
O 1.8067 0.9604 1.6718 -3.36 -2.64 2.16 -0.69
N 3.7146 1.4419 0.8930 10.38 -1.50 -4.85 -0.17
H 4.3394 2.1290 0.2378 -2.33 -2.02 2.58 0.37
C 4.0391 0.0027 0.6196 -3.13 1.07 -2.29 -0.69
C 3.9440 -0.1519 -1.2938 4.23 -8.89 10.31 -0.81
H 3.1812 0.2866 -1.4208 -9.68 6.77 -2.95 0.39
H 4.8527 -0.1778 -1.5853 6.07 2.09 -2.53 0.50
C 3.7306 -1.6443 -1.3694 -1.32 -3.75 7.61 -1.24
C 2.2637 -2.2701 -0.7229 6.12 2.01 -3.36 0.73
C 1.2251 -1.8135 -1.3907 -1.60 4.75 -4.65 0.21
C -0.0471 -2.0466 -1.0610 2.51 -6.17 4.92 -1.42
C -0.2041 -3.0284 -0.0462 5.77 1.69 0.98 -0.90
C 0.9978 -3.4163 0.7405 -5.38 0.15 -3.28 -0.71
C 2.1942 -3.2004 0.2419 2.26 1.03 0.91 -0.24
H 3.0703 -3.5019 0.7688 0.61 -0.29 0.26 0.35
H 0.9263 -3.9096 1.6123 -0.72 -2.05 2.84 0.56
H -1.1207 -3.3080 0.2556 -3.10 -0.94 1.21 0.62
H -0.9455 -1.7761 -1.2468 -5.31 2.88 -3.07 1.07
H 1.2557 -1.0662 -2.2928 0.93 -1.19 1.75 0.09
H 3.6249 -1.8367 -2.3223 0.10 -1.95 -5.06 0.70
H 4.5568 -2.4854 -0.7107 -1.89 3.07 -2.46 0.22
H 3.2302 -0.5538 1.2501 1.52 0.58 -1.84 0.23
H 5.0104 -0.3425 0.8248 1.32 0.16 0.62 0.45
H 2.8019 3.5603 0.3481 -0.12 0.15 -0.18 0.46
H -0.1121 0.4224 0.7448 5.92 -1.97 2.37 0.78
H -1.9199 -0.9714 1.2519 -1.18 -1.44 0.78 0.41
H -4.2052 -1.2634 1.0259 -0.88 2.74 -1.98 0.32
H -6.5279 -1.3787 1.6952 -0.47 0.60 1.06 0.36
H -7.6807 -0.8901 0.1467 1.98 -0.35 2.14 0.28
H -6.5247 -2.1021 0.2278 1.06 -3.22 -1.77 0.44
```
Forces are in eV/Å.

---

(4)
A molecular structure, C19H23N3O5Tc. Source: OMol25; level of theory: ωB97M-V/def2-TZVPD.

Properties
HOMO level (alpha / beta): -8.45 / -8.63 eV
orbital gap (alpha / beta): 8.36 / 7.73 eV
2S+1: 4
molar mass: 471.41 u
LUMO level (alpha / beta): -0.0856 / -0.8953 eV

Geometry as XYZ:
```
51
Properties=species:S:1:pos:R:3:forces:R:3:mulliken_charge:R:1
Tc -1.1441 -0.9466 0.1708 -0.08 -0.35 -0.16 0.86
O 0.7513 -0.0245 -1.3215 -0.04 0.12 0.01 -0.13
C 1.2294 -0.8045 -2.4210 -0.03 0.07 0.11 -0.52
C 1.6772 -2.1125 -1.8170 0.05 -0.04 -0.01 -1.21
N 0.5426 -2.7659 -1.1799 -0.07 0.05 0.06 0.74
C -0.3488 -3.4412 -2.1024 0.16 0.00 -0.16 -0.89
C -1.8204 -3.2630 -1.7607 -0.14 -0.04 0.51 0.34
O -2.6576 -3.9220 -2.3272 -0.02 0.02 -0.17 -0.66
O -2.0928 -2.3947 -0.8150 -0.05 -0.06 -0.19 -0.55
C 0.9137 -3.5824 -0.0312 0.04 -0.06 -0.17 -0.60
C 1.0681 -2.7225 1.2101 -0.34 0.11 0.23 0.33
O 2.0185 -2.7954 1.9483 0.13 -0.05 -0.02 -0.64
O 0.0312 -1.9365 1.4346 0.17 0.04 0.00 -0.65
H 0.3591 0.7964 -1.6449 -0.02 0.02 -0.02 0.21
H 2.0579 -0.2940 -2.9160 0.03 -0.02 0.01 0.46
H 0.4248 -0.9561 -3.1459 0.01 0.00 -0.04 0.34
H 2.4268 -1.9020 -1.0511 0.00 0.02 0.00 0.50
H 2.1542 -2.7407 -2.5815 -0.02 -0.03 0.01 0.36
H -0.1487 -4.5162 -2.1675 -0.01 0.02 -0.01 0.41
H -0.2162 -3.0438 -3.1102 0.00 0.01 -0.02 0.36
H 1.8324 -4.1534 -0.1950 0.00 -0.01 -0.02 0.33
H 0.1001 -4.2835 0.1673 0.02 0.00 0.04 0.45
C 0.2219 0.9839 2.3228 0.01 0.03 -0.16 -1.24
N -0.5718 0.8561 1.0841 0.15 0.14 0.11 0.75
C -1.0204 1.9178 0.4912 -0.04 0.03 0.02 0.01
C -1.8485 1.7516 -0.6476 0.02 -0.09 0.06 -0.56
C -2.4839 2.6051 -1.5482 -0.02 0.05 -0.01 -0.75
C -3.1786 1.7837 -2.4412 0.00 -0.02 0.00 -0.90
C -2.9442 0.4623 -2.0517 0.00 0.05 0.02 -0.52
N -2.1460 0.4401 -0.9725 0.12 0.03 -0.13 0.56
C 1.2678 2.0657 2.2321 0.01 -0.01 0.04 0.22
C 2.2555 1.9951 1.2500 0.00 -0.01 0.02 -0.03
C 3.2250 2.9794 1.1601 -0.01 0.01 0.02 -0.66
C 3.2226 4.0470 2.0522 0.00 -0.02 -0.01 -0.39
C 2.2458 4.1228 3.0308 -0.02 -0.02 -0.01 -0.64
C 1.2700 3.1350 3.1165 0.01 0.03 -0.01 -0.28
H 0.6820 0.0143 2.5026 0.00 -0.01 -0.01 0.26
H -0.4611 1.1800 3.1523 0.00 0.00 0.02 0.45
H -0.7646 2.9060 0.8678 -0.01 0.01 -0.03 0.48
H -2.4477 3.6829 -1.5399 0.00 0.00 -0.01 0.51
H -3.7943 2.0978 -3.2678 0.01 0.01 0.00 0.44
H -3.3183 -0.4562 -2.4775 -0.01 0.00 0.00 0.58
H 2.2565 1.1603 0.5576 0.00 0.01 0.01 0.36
H 3.9912 2.9128 0.3983 0.00 0.00 0.00 0.40
H 3.9830 4.8138 1.9831 0.00 0.00 0.00 0.38
H 2.2383 4.9501 3.7285 0.00 0.00 0.00 0.39
H 0.5050 3.1958 3.8822 0.00 0.00 0.00 0.37
C -2.6956 -0.9423 1.5312 0.08 -0.02 0.02 -0.73
H -3.3789 -1.7325 1.2273 -0.03 0.00 0.02 0.22
H -3.1940 0.0253 1.5168 -0.04 -0.01 0.03 0.28
H -2.2756 -1.1490 2.5157 -0.02 0.00 0.01 0.26
```
Forces are in eV/Å.